10
Properties=species:S:1:pos:R:3:nbo_charge:R:1 method="wB97M-V/def2-TZVPD" de_lowest_kcal_mol=22.92 smiles=Clc1ccncn1 homo_lumo_gap_ev=10.73 homo_ev=-10.380 e_lumo_ev=0.354
Cl -1.624 2.229 -0.458 0.032
C -0.674 0.857 -0.153 0.187
C -0.348 0.006 -1.036 -0.316
C 0.766 -0.802 -0.709 0.106
N 1.062 -1.009 0.609 -0.439
C 0.292 -0.274 1.451 0.252
N -0.485 0.706 1.116 -0.446
H -0.844 0.003 -1.986 0.238
H 1.266 -1.358 -1.381 0.196
H 0.589 -0.359 2.547 0.190

11
Properties=species:S:1:pos:R:3:nbo_charge:R:1 method="wB97M-V/def2-TZVPD" de_lowest_kcal_mol=35.08 smiles="N#C[C@]1(Cl)CNC1=O" homo_lumo_gap_ev=10.58 homo_ev=-10.729 e_lumo_ev=-0.151
N -2.467 1.335 -1.159 -0.235
C -1.462 0.905 -0.814 0.230
C -0.153 0.486 -0.471 -0.160
Cl 1.077 1.164 -1.740 -0.026
C 0.156 -1.128 -0.204 -0.179
N 0.481 -0.638 1.177 -0.602
C 0.386 0.677 0.944 0.663
O 0.646 1.654 1.554 -0.529
H -0.558 -1.937 -0.365 0.217
H 0.952 -1.337 -0.839 0.201
H 0.943 -1.179 1.916 0.421

11
Properties=species:S:1:pos:R:3:nbo_charge:R:1 method="wB97M-V/def2-TZVPD" de_lowest_kcal_mol=24.64 smiles=Clc1nccs1.C#N homo_lumo_gap_ev=10.13 homo_ev=-9.681 e_lumo_ev=0.451
Cl 3.076 0.157 0.716 0.071
C 1.471 0.629 0.409 -0.048
N 0.536 0.356 1.236 -0.438
C -0.700 0.703 0.784 -0.035
C -0.695 1.339 -0.415 -0.427
S 0.986 1.562 -0.911 0.414
H -1.554 0.498 1.375 0.226
H -1.353 1.648 -1.160 0.237
C -0.527 -2.328 -0.727 0.076
N -1.052 -2.841 0.160 -0.292
H -0.188 -1.721 -1.467 0.214

13
Properties=species:S:1:pos:R:3:nbo_charge:R:1 method="wB97M-V/def2-TZVPD" de_lowest_kcal_mol=5.15 smiles=N#Cc1c(Cl)nsc1NN homo_lumo_gap_ev=9.52 homo_ev=-9.288 e_lumo_ev=0.235
N 0.342 0.316 3.198 -0.301
C 0.195 0.614 2.081 0.270
C -0.035 0.864 0.703 -0.381
C -0.035 2.211 0.100 0.245
Cl 0.280 3.622 1.089 0.049
N -0.112 2.233 -1.186 -0.596
S -0.210 0.686 -1.891 0.563
C -0.142 -0.085 -0.285 0.101
N -0.135 -1.464 -0.082 -0.443
N -0.013 -2.421 -1.156 -0.646
H 0.025 -1.765 0.888 0.411
H 0.714 -2.198 -1.823 0.361
H -0.873 -2.614 -1.637 0.365

11
Properties=species:S:1:pos:R:3:nbo_charge:R:1 method="wB97M-V/def2-TZVPD" de_lowest_kcal_mol=41.46 homo_lumo_gap_ev=7.76 homo_ev=-9.291 e_lumo_ev=-1.529
S -2.786 0.222 -2.787 0.012
C -1.993 0.347 -1.352 0.033
O -0.725 -0.079 -1.236 -0.446
C -0.142 0.062 -0.005 0.192
C 1.134 -0.338 0.203 -0.210
Cl 2.051 -1.047 -1.055 0.050
C 1.743 -0.224 1.485 -0.279
S 1.117 0.434 2.854 0.028
H -2.454 0.745 -0.449 0.184
H -0.722 0.452 0.827 0.219
H 2.776 -0.572 1.516 0.219

15
Properties=species:S:1:pos:R:3:nbo_charge:R:1 method="wB97M-V/def2-TZVPD" total_charge=-1 spin_multiplicity=6 de_lowest_kcal_mol=67.32 homo_lumo_gap_ev="1.88 / 2.04" homo_ev="-0.462 / -0.899" e_lumo_ev="1.422 / 1.140"
O 0.209 4.182 0.377 -0.864
C 0.030 3.161 1.085 0.959
O 0.137 3.155 2.334 -0.865
O -0.286 2.033 0.411 -0.505
C -0.430 0.827 1.082 -0.084
O -1.786 -0.615 2.317 -0.542
C -2.964 -0.890 2.964 0.974
C -1.672 0.504 1.522 0.163
O -4.055 -0.650 2.450 -0.690
O -2.770 -1.241 4.164 -0.878
Li 0.635 5.052 2.082 0.928
Cr -4.118 -1.473 5.489 0.630
H 0.474 0.371 1.487 0.162
H -2.462 1.248 1.650 0.207
H -2.630 0.398 -0.363 -0.594

9
Properties=species:S:1:pos:R:3:lowdin_spin:R:1 method="wB97M-V/def2-TZVPD" total_charge=+1 spin_multiplicity=7 homo_lumo_gap_ev="3.55 / 6.96" homo_ev="-8.589 / -12.056" e_lumo_ev="-5.041 / -5.096"
C -1.928 0.748 -0.001 -0.248
C -0.620 0.730 0.420 0.016
C -0.056 -0.376 0.073 -0.380
C 1.036 -1.178 -0.098 -0.140
O 2.241 -0.742 -0.229 -0.083
Dy 3.340 1.346 0.001 6.862
H -2.730 0.497 0.699 -0.007
H -2.199 1.235 -0.942 -0.012
H 0.916 -2.259 0.077 -0.007

35
Properties=species:S:1:pos:R:3:nbo_charge:R:1 method="wB97M-V/def2-TZVPD" total_charge=+1 spin_multiplicity=3 de_lowest_kcal_mol=0.00 homo_lumo_gap_ev="9.18 / 10.34" homo_ev="-15.047 / -15.136" e_lumo_ev="-5.866 / -4.800"
V -0.030 0.203 0.177 1.481
F -1.010 -4.529 -0.233 -0.281
C -1.579 -3.812 -1.184 0.770
F -1.709 -4.516 -2.285 -0.272
F -2.760 -3.371 -0.774 -0.297
S -0.484 -2.363 -1.537 2.236
O -0.466 -1.664 -0.202 -0.927
O 0.767 -2.836 -1.988 -0.822
N -1.313 -1.547 -2.574 -1.199
S -1.756 -0.059 -2.526 2.269
O -1.730 0.606 -3.768 -0.816
O -1.087 0.666 -1.400 -0.935
C -3.513 -0.109 -1.956 0.747
F -4.215 -0.887 -2.745 -0.271
F -3.534 -0.598 -0.704 -0.327
F -4.000 1.117 -1.944 -0.281
F 2.083 3.443 -1.869 -0.269
C 2.861 3.139 -0.855 0.826
F 4.053 2.776 -1.256 -0.262
F 2.922 4.123 0.012 -0.268
S 2.060 1.688 -0.003 2.148
O 0.703 2.106 0.468 -0.882
O 1.804 0.588 -0.950 -0.873
N 3.023 1.338 1.147 -1.142
S 2.565 0.133 2.089 2.225
O 3.515 -0.898 2.232 -0.806
O 1.169 -0.284 1.734 -0.935
C 2.317 0.971 3.721 0.767
F 3.448 1.518 4.102 -0.271
F 1.379 1.901 3.575 -0.300
F 1.916 0.060 4.585 -0.280
N -1.638 0.277 1.540 -1.021
H -1.734 -0.626 2.001 0.423
H -2.534 0.477 1.099 0.423
H -1.496 0.972 2.271 0.420